[1]
{
  "formula": "C3H6N4S",
  "method": "ωB97M-V with the def2-TZVPD basis set",
  "elements": ["C", "C", "C", "H", "H", "H", "H", "H", "H", "N", "N", "N", "N", "S"],
  "xyz": [[-1.389, -0.844, 1.451], [-0.456, -1.464, 0.512], [1.681, 1.216, -0.963], [-1.743, -0.070, -1.240], [-1.611, -1.355, 2.486], [-0.386, -2.528, 0.507], [0.341, 1.128, 1.000], [1.561, 2.385, -0.848], [2.581, -0.455, -1.720], [-1.933, 0.317, 1.198], [0.262, -0.698, -0.181], [0.418, 0.650, -0.237], [2.639, 0.625, -1.576], [-1.965, 1.092, -0.389]],
  "forces_ev_per_angstrom": [[-0.58, 0.53, 0.96], [-1.82, 1.64, 1.95], [-0.41, -0.50, 0.83], [-0.14, 1.79, 1.11], [0.35, 1.21, -1.96], [0.38, -0.59, -0.62], [0.15, -1.32, -4.68], [0.66, -2.50, -0.32], [-0.33, 2.45, 0.94], [-0.20, -0.07, -0.75], [3.77, 0.72, -3.03], [2.18, -0.26, 4.36], [-2.13, -0.58, 0.35], [-1.86, -2.54, 0.87]],
  "multiplicity": 1,
  "charge": 0,
  "e_homo_ev": -8.241,
  "largest_force_ev_per_a": 4.89,
  "gap_ev": 8.26
}

[2]
{
  "formula": "C31H70N2O19P",
  "method": "ωB97M-V with the def2-TZVPD basis set",
  "elements": ["N", "H", "H", "H", "H", "N", "H", "H", "H", "H", "P", "O", "O", "O", "O", "O", "C", "O", "C", "C", "C", "H", "H", "H", "H", "H", "H", "H", "H", "O", "C", "O", "C", "C", "C", "H", "H", "H", "H", "H", "H", "H", "H", "O", "C", "O", "C", "C", "C", "H", "H", "H", "H", "H", "H", "H", "H", "O", "C", "O", "C", "C", "C", "H", "H", "H", "H", "H", "H", "H", "H", "O", "C", "O", "C", "C", "C", "H", "H", "H", "H", "H", "H", "H", "H", "O", "C", "O", "C", "C", "C", "H", "H", "H", "H", "H", "H", "H", "H", "O", "C", "O", "C", "C", "C", "H", "H", "H", "H", "H", "H", "H", "H", "C", "C", "O", "C", "H", "H", "H", "H", "H", "H"],
  "xyz": [[-2.501, -1.567, -1.949], [-1.858, -2.086, -1.387], [-1.699, -0.954, -2.431], [-3.042, -0.972, -1.365], [-3.210, -2.038, -2.442], [-0.806, 1.053, 2.445], [-0.007, 1.575, 2.258], [-1.285, 1.457, 3.148], [-0.437, 0.174, 2.531], [-1.562, 1.107, 1.601], [0.034, -0.219, -0.378], [1.075, 0.372, 0.336], [-0.656, -1.309, 0.637], [0.315, -0.938, -1.599], [-1.025, 0.711, -0.695], [3.348, -4.229, 1.683], [3.448, -3.448, 0.717], [4.384, -3.540, -0.210], [5.341, -4.505, -0.028], [6.346, -4.553, -1.212], [2.497, -2.197, 0.584], [4.750, -5.430, -0.063], [5.922, -4.481, 0.862], [5.787, -4.491, -2.103], [7.041, -5.252, -1.112], [6.974, -3.489, -1.240], [3.029, -1.262, 0.887], [1.518, -2.320, 1.095], [2.257, -2.142, -0.434], [-4.524, 5.536, -1.023], [-5.235, 4.488, -0.814], [-4.733, 3.162, -0.710], [-3.415, 2.905, -1.122], [-3.315, 1.392, -1.214], [-6.593, 4.596, -0.148], [-2.711, 3.488, -0.387], [-3.126, 3.311, -2.121], [-2.289, 1.144, -1.625], [-3.962, 1.126, -2.098], [-3.701, 1.085, -0.290], [-7.140, 5.574, -0.358], [-6.615, 4.382, 1.025], [-7.245, 3.941, -0.596], [-0.743, 4.229, 1.944], [0.211, 4.445, 1.306], [1.285, 5.284, 1.603], [1.289, 5.892, 2.850], [2.614, 6.554, 3.052], [0.588, 3.518, 0.121], [1.035, 5.319, 3.753], [0.393, 6.476, 2.842], [2.672, 7.406, 2.047], [3.226, 5.984, 2.789], [2.849, 7.021, 4.019], [1.328, 2.729, 0.326], [0.733, 4.373, -0.633], [-0.090, 2.909, -0.085], [-1.436, -5.257, 4.059], [-0.960, -4.876, 3.079], [-1.317, -5.236, 1.791], [-0.855, -4.693, 0.478], [-1.545, -5.516, -0.544], [-0.029, -3.627, 3.131], [0.258, -4.728, 0.235], [-1.253, -3.775, 0.497], [-1.259, -6.455, -0.828], [-1.035, -5.250, -1.447], [-2.712, -5.492, -0.712], [-0.297, -2.617, 2.318], [0.988, -3.676, 3.028], [0.062, -3.635, 4.290], [-3.429, -0.188, 4.115], [-4.241, -0.781, 3.350], [-5.578, -0.802, 3.516], [-6.089, 0.078, 4.438], [-7.538, -0.436, 4.970], [-3.832, -1.494, 2.055], [-6.125, 1.124, 3.883], [-5.416, 0.135, 5.394], [-7.542, -1.471, 5.432], [-8.370, -0.326, 4.283], [-7.746, 0.287, 5.776], [-4.013, -2.490, 1.663], [-2.630, -1.566, 1.922], [-4.258, -0.919, 1.044], [1.689, -2.522, -6.647], [1.378, -2.423, -5.467], [1.822, -3.286, -4.512], [1.553, -3.236, -3.128], [2.156, -4.670, -2.588], [0.590, -1.216, -4.905], [0.393, -3.210, -3.126], [2.038, -2.480, -2.515], [3.218, -4.783, -2.669], [1.770, -5.565, -3.130], [1.849, -4.828, -1.501], [0.207, -0.381, -5.501], [1.193, -0.790, -4.201], [-0.114, -1.585, -4.456], [3.522, 3.503, -3.255], [2.779, 2.528, -3.427], [2.394, 2.036, -4.601], [2.899, 2.686, -5.800], [2.398, 1.977, -6.974], [2.129, 1.733, -2.280], [4.042, 2.618, -5.725], [2.552, 3.684, -5.897], [2.500, 0.859, -6.913], [2.895, 2.338, -7.957], [1.376, 2.092, -7.121], [2.397, 2.045, -1.356], [2.441, 0.566, -2.388], [1.011, 1.827, -2.281], [3.076, 2.463, 4.633], [4.044, 1.894, 3.672], [5.196, 1.495, 4.056], [3.606, 1.747, 2.167], [2.162, 1.690, 4.815], [2.441, 3.275, 4.134], [3.481, 2.926, 5.619], [3.258, 2.793, 1.786], [2.649, 1.154, 2.116], [4.445, 1.438, 1.522]],
  "forces_ev_per_angstrom": [[2.13, 2.37, -0.93], [0.66, -1.06, 1.43], [-1.43, -0.91, 0.80], [0.22, 1.26, 1.22], [-0.17, -1.24, -1.51], [-2.85, 1.21, -4.86], [1.60, 1.65, -1.33], [-1.80, 1.06, 3.82], [0.27, -3.82, 0.13], [2.92, -0.70, 1.15], [-5.19, -6.45, 2.41], [7.94, 4.57, 5.00], [-0.28, -0.09, 0.15], [1.67, -3.49, -5.77], [-3.95, 4.83, -0.56], [0.65, 1.08, -2.25], [-2.45, 0.55, 3.62], [-0.10, 2.13, -0.54], [1.05, -2.93, -1.87], [-1.76, 7.10, 1.20], [1.34, -1.40, 1.00], [0.60, -0.39, 0.39], [-0.09, 0.47, 1.18], [-0.37, -0.60, -1.35], [2.62, -3.38, 0.19], [-1.51, -2.52, 0.25], [-0.49, -0.84, -0.22], [0.94, 0.06, -0.05], [-0.36, 0.63, -1.57], [-2.73, -4.87, -0.11], [3.88, 2.55, 2.24], [-2.60, 3.49, -0.92], [2.59, 1.05, -0.15], [-0.16, 2.03, -3.83], [-0.27, 1.90, 1.76], [-1.00, -1.57, -1.07], [-0.76, 0.15, 0.60], [-1.07, -0.01, 1.67], [-0.40, 0.15, 1.01], [0.00, -1.63, 1.23], [1.43, -0.86, 0.48], [0.50, 0.47, -2.67], [-1.47, -2.18, -0.80], [-2.57, 0.87, 2.61], [4.22, -2.72, -2.10], [-0.79, -1.79, -0.77], [-1.37, 0.88, 1.92], [-8.95, 11.41, -0.14], [5.28, 7.50, 1.62], [0.40, -1.29, -0.51], [-0.23, 1.55, 0.19], [0.02, -2.00, 3.30], [9.81, -8.96, -3.54], [-0.46, -0.12, -0.47], [0.95, 1.11, 0.03], [0.60, -2.14, 0.12], [-7.00, -4.56, -2.18], [-2.22, -2.77, 2.71], [3.17, 4.63, -5.60], [0.02, -1.45, 0.81], [1.18, -3.86, 1.65], [-2.55, 1.52, -1.73], [-2.36, 1.63, 1.03], [-1.28, 0.21, 1.11], [-0.65, 3.92, -0.36], [0.70, -3.57, 1.36], [-0.28, 1.85, -1.39], [2.34, 0.42, 0.68], [0.12, -2.59, 2.60], [2.76, -1.26, -1.58], [-0.94, 1.68, -1.53], [-2.82, -1.70, -2.53], [2.26, 0.27, 0.61], [1.33, -0.98, -0.87], [-1.62, 1.68, 2.41], [1.57, 0.78, 0.48], [2.85, 1.52, -3.30], [-0.23, -1.84, 1.58], [-1.06, 0.10, -1.94], [0.37, 1.19, -0.76], [0.22, -0.19, -0.44], [-0.10, -0.37, -0.05], [-1.14, -0.62, 1.45], [-2.46, 1.03, 0.31], [1.12, -0.69, 2.88], [-0.36, -0.72, 1.93], [0.35, 2.04, -0.99], [1.05, 0.34, -2.37], [-1.45, -3.27, 0.68], [-2.50, 0.45, 0.59], [6.05, 1.92, -5.91], [2.01, 0.05, 1.18], [-0.38, 0.59, -0.61], [0.69, 0.64, 0.01], [-0.18, 0.87, 0.09], [0.50, 0.40, -1.25], [0.50, -0.71, -0.81], [1.64, 1.22, 2.22], [-7.91, -3.79, 5.25], [-1.26, -1.79, -0.96], [0.43, 1.24, 2.36], [-0.05, 0.45, -1.06], [2.40, -0.84, 1.24], [1.60, -2.20, -2.56], [-0.48, -3.00, -3.57], [-1.59, 0.50, -0.20], [0.05, 1.19, 0.64], [0.41, 0.96, -0.03], [-0.59, -0.55, 1.71], [-2.03, 0.58, -0.13], [1.37, 1.06, 2.63], [-1.09, 2.78, 0.26], [0.89, -0.46, -0.44], [-3.44, 0.87, 1.22], [4.16, -1.95, -0.53], [-4.03, 1.55, -1.29], [-0.93, 1.99, 1.00], [2.43, 1.35, -0.01], [1.11, -0.73, 0.43], [-0.52, -1.33, -1.77], [0.67, -1.55, 0.69], [1.17, 0.06, -0.35], [-0.64, -0.30, 0.47]],
  "multiplicity": 1,
  "charge": -1,
  "e_homo_ev": -4.266,
  "largest_force_ev_per_a": 14.50,
  "gap_ev": 6.03
}

Quick rundown of relative energy (zero: lowest compared OMol25 entry of this formula, charge and spin), same order as above: 144.42; 0.00 kcal/mol